A 2-piece molecular cluster, C7H11NO5 overall. Source: the OMol25 dataset; level of theory: ωB97M-V/def2-TZVPD.

Computed properties:
HOMO level, eV: -9.67
SMILES string: O=NO[C@H]1CCC(=O)O1.CC(C)=O
ΔE to the lowest compared entry with this formula, charge and spin, kcal per mole: 81.2
LUMO energy, eV: -0.66

Last column: Löwdin charge in e.
CARTESIAN COORDINATES (ANGSTROEM)
O: -1.73037 -0.83579 1.84518  0.101
N: -0.92663 -0.59357 1.04332  0.020
O: -0.98618 0.78641 0.60493  -0.061
C: -0.74480 1.69934 1.66424  -0.347
C: 0.57310 1.45555 2.47081  -0.082
C: 1.41823 2.67534 2.06243  -0.060
C: 0.31220 3.66836 1.81329  -0.451
O: 0.12835 4.78054 2.19614  0.166
O: -0.62504 2.97356 1.05040  0.057
H: -1.60920 1.73450 2.33747  0.153
H: 1.07272 0.50551 2.27994  0.117
H: 0.28315 1.55287 3.52382  0.126
H: 1.81129 2.47956 1.05855  0.138
H: 2.19242 2.98180 2.76533  0.129
C: -0.33614 -1.32962 -2.89058  -0.027
C: 0.42753 -2.51667 -2.35378  -0.512
O: 1.46257 -2.38441 -1.74618  0.065
C: -0.17090 -3.87898 -2.61404  -0.027
H: 0.19087 -0.41324 -2.63721  0.080
H: -0.43691 -1.40605 -3.97444  0.083
H: -1.33699 -1.30119 -2.45630  0.082
H: -0.26659 -4.04663 -3.68809  0.083
H: -1.16756 -3.93985 -2.17362  0.083
H: 0.46487 -4.64735 -2.18161  0.080


C20H39BF4N4O4V as an isolated structure. Source: the OMol25 dataset; level of theory: ωB97M-V/def2-TZVPD.

Computed properties:
2S+1: 2
HOMO level (spin up / spin down), eV: -7.13 / -6.62
⟨S²⟩: 0.76
LUMO energy (spin up / spin down), eV: 0.29 / 0.29

Last column: Löwdin charge in e.
CARTESIAN COORDINATES (ANGSTROEM)
V: 0.07150 -0.97290 -0.43214  0.802
C: 3.64350 -1.65421 0.84385  -0.046
C: 2.51014 -0.99930 1.62719  -0.288
C: 2.57830 0.55264 1.56332  -0.064
C: 2.63600 1.41533 0.27302  -0.456
C: 3.77491 1.10723 -0.69166  -0.009
C: 2.67231 2.88279 0.68166  -0.005
N: 1.31443 1.12343 -0.44870  0.041
C: 0.93247 1.75808 -1.74201  -0.071
C: -0.50458 1.37760 -2.14272  -0.126
N: -0.86368 -0.06378 -2.21111  -0.172
C: -0.16007 -0.73752 -3.32349  -0.067
C: 1.33831 -0.86712 -3.04196  -0.610
O: 2.15920 -0.69103 -3.91596  0.082
O: 1.60376 -1.18123 -1.80121  -0.144
C: -2.35684 -0.29916 -2.30142  -0.299
C: -3.14454 0.87096 -2.88924  -0.045
C: -2.98144 -0.93552 -1.04368  -0.094
C: -2.92743 -0.31159 0.36156  -0.497
C: -3.34765 1.15813 0.39075  -0.015
C: -3.92512 -1.08975 1.22529  -0.033
N: -1.52456 -0.38466 0.92761  -0.032
C: -1.26251 -1.36249 2.02332  -0.153
C: 0.20689 -1.30412 2.42688  -0.122
N: 1.15716 -1.59846 1.32048  -0.186
C: 1.20911 -3.06340 1.07873  -0.077
C: -0.03209 -3.64101 0.36822  -0.627
O: -0.38090 -4.77137 0.63735  0.072
O: -0.58025 -2.86047 -0.51437  -0.124
H: 4.55328 -1.07139 0.98872  0.088
H: 3.43156 -1.70121 -0.22421  0.072
H: 3.84951 -2.66094 1.20110  0.086
H: 2.69445 -1.20628 2.69112  0.150
H: 3.50048 0.80752 2.09326  0.140
H: 1.79010 0.98110 2.18282  0.096
H: 4.71528 1.10755 -0.14106  0.101
H: 3.84393 1.88324 -1.45546  0.095
H: 3.66229 0.14647 -1.19129  0.077
H: 3.60129 3.07018 1.22041  0.105
H: 1.84080 3.14427 1.33199  0.081
H: 2.67146 3.53130 -0.19585  0.090
H: 0.57746 1.32243 0.25775  0.127
H: 1.53973 0.11239 -0.68643  0.074
H: 1.67404 1.47523 -2.48581  0.126
H: 0.95219 2.84044 -1.61702  0.140
H: -0.68275 1.86921 -3.10590  0.135
H: -1.16851 1.84406 -1.41628  0.105
H: -0.32163 -0.22715 -4.27826  0.141
H: -0.55247 -1.75361 -3.38803  0.143
H: -2.44288 -1.09860 -3.03879  0.136
H: -3.18644 1.74576 -2.24402  0.066
H: -4.17088 0.54556 -3.05979  0.092
H: -2.73906 1.17446 -3.85602  0.084
H: -2.58684 -1.94933 -0.95951  0.109
H: -4.04382 -1.04353 -1.28903  0.128
H: -4.30839 1.28123 -0.11044  0.098
H: -2.62092 1.81066 -0.09159  0.064
H: -3.44469 1.50167 1.42158  0.096
H: -4.93014 -0.93264 0.83254  0.094
H: -3.91661 -0.73476 2.25577  0.092
H: -3.73016 -2.16232 1.21266  0.094
H: -1.35447 0.52023 1.36048  0.073
H: -1.56118 -2.35850 1.70944  0.115
H: -1.84387 -1.09371 2.90666  0.128
H: 0.38160 -1.99975 3.25623  0.141
H: 0.41015 -0.29911 2.79775  0.115
H: 1.38436 -3.61178 2.00913  0.140
H: 2.02691 -3.27349 0.39460  0.118
F: -1.18888 3.89592 2.83224  0.169
B: -0.67482 2.63315 2.74913  -1.219
F: 0.55557 2.49785 3.38646  0.125
F: -1.56687 1.64595 3.18338  0.122
F: -0.43651 2.33317 1.31002  0.007


C2H7N3O as an isolated structure. Source: the OMol25 dataset; level of theory: ωB97M-V/def2-TZVPD.

Computed properties:
HOMO level, eV: -8.58
ΔE to the lowest compared entry with this formula, charge and spin, kcal per mole: 66.0
LUMO energy, eV: 0.70

Last column: Löwdin charge in e.
CARTESIAN COORDINATES (ANGSTROEM)
C: 0.03709 -0.71586 -0.81973  -0.314
N: 0.51602 0.49678 -1.08981  0.031
N: 0.34833 -0.08047 1.29752  0.020
N: -1.26101 -1.07283 -1.02177  0.117
C: 0.82027 1.22388 0.63604  -0.482
O: 0.14938 2.23738 0.82100  -0.050
H: -0.19402 1.17397 -1.35368  0.072
H: 0.72775 -1.54988 -0.79922  0.125
H: -1.96213 -0.35240 -0.96541  0.108
H: -0.58194 0.02375 1.69053  0.079
H: 1.00364 -0.58586 1.88357  0.074
H: -1.52861 -2.04377 -0.99563  0.099
H: 1.92522 1.24530 0.71659  0.120


A 4-piece molecular cluster, C2H12O3S2 overall. Source: the OMol25 dataset; level of theory: ωB97M-V/def2-TZVPD.

Computed properties:
HOMO level, eV: -8.71
SMILES string: CSSC.O.O.O
ΔE to the lowest compared entry with this formula, charge and spin, kcal per mole: 30.6
LUMO energy, eV: 0.65

Last column: Löwdin charge in e.
CARTESIAN COORDINATES (ANGSTROEM)
C: 1.91529 1.64195 -1.00498  -0.409
S: 2.50644 -0.06278 -1.49241  0.382
S: 2.41472 -1.43912 -0.06863  0.392
C: 3.83373 -1.39513 1.00411  -0.488
H: 1.22688 1.94199 -1.78014  0.015
H: 1.57737 1.68648 0.02402  0.026
H: 2.82691 2.23701 -1.04871  0.013
H: 3.70188 -1.05623 2.03021  0.030
H: 4.03980 -2.46907 1.09777  0.020
H: 4.68369 -0.93966 0.50505  0.032
H: -1.86985 -2.61261 1.95443  0.024
H: -0.71664 -1.56753 1.99974  0.029
O: -1.45305 -1.90126 1.47280  -0.063
H: -2.71152 1.13233 0.38619  0.014
H: -1.40848 1.66112 0.55063  0.047
O: -2.26113 1.62813 1.05642  -0.066
H: -6.74858 0.08336 -2.27967  0.052
H: -5.78152 1.19523 -2.19544  0.023
O: -5.77595 0.23581 -2.21139  -0.075


C25H31N5O4PPt as an isolated structure. Source: the OMol25 dataset; level of theory: ωB97M-V/def2-TZVPD.

Computed properties:
Net charge: +1
HOMO level, eV: -10.20
ΔE to the lowest compared entry with this formula, charge and spin, kcal per mole: 6.2
LUMO energy, eV: -3.09

Last column: Löwdin charge in e.
CARTESIAN COORDINATES (ANGSTROEM)
Pt: -0.00067 -1.29962 0.15800  1.151
C: -4.21626 0.85084 0.36805  -0.042
C: -3.87162 -0.02680 -0.79702  -0.199
C: -4.59192 0.09363 -1.98628  -0.055
C: -4.24383 -0.60407 -3.12944  -0.081
C: -3.11553 -1.41242 -3.11953  -0.050
C: -2.37478 -1.56475 -1.96025  -0.211
C: -1.10710 -2.38732 -1.99605  -0.051
C: -2.79365 -0.92902 -0.77236  -0.192
N: -1.98766 -1.12818 0.34935  -0.067
C: -2.41460 -1.21286 1.64102  -0.452
O: -3.55123 -1.29990 2.06191  0.076
C: -1.24040 -1.15579 2.62584  -0.135
C: -1.30147 -1.33906 3.99110  0.037
C: -0.11144 -1.31637 4.72007  -0.001
C: 1.11872 -1.12829 4.08575  0.027
C: 1.12676 -0.97077 2.71480  -0.185
N: -0.03913 -0.94220 2.06699  -0.046
C: 2.33959 -0.89376 1.79410  -0.500
O: 3.43325 -0.59047 2.25530  0.054
N: 2.02009 -1.16882 0.50683  -0.087
C: 3.04129 -1.27355 -0.48137  -0.199
C: 3.26225 -2.54299 -1.03692  -0.208
C: 2.48004 -3.74695 -0.59010  -0.045
C: 4.24060 -2.68768 -2.01418  -0.046
C: 4.99845 -1.61068 -2.43039  -0.071
C: 4.77346 -0.36155 -1.87887  -0.046
C: 3.79400 -0.17386 -0.91600  -0.213
C: 3.52950 1.19639 -0.38652  -0.048
H: -4.81608 1.69815 0.03413  0.080
H: -3.31236 1.23890 0.84340  0.060
H: -4.77321 0.30475 1.12916  0.082
H: -5.44349 0.76389 -2.00589  0.111
H: -4.82991 -0.49873 -4.03260  0.105
H: -2.80092 -1.91940 -4.02353  0.114
H: -0.79755 -2.60483 -3.01660  0.099
H: -1.16719 -3.31658 -1.43022  0.094
H: -0.20733 -1.79894 -1.62925  0.014
H: -2.26482 -1.51406 4.44922  0.133
H: -0.14022 -1.47124 5.78983  0.121
H: 2.05912 -1.14508 4.61871  0.130
H: 2.05134 -3.60940 0.40064  0.060
H: 3.12180 -4.62669 -0.56754  0.085
H: 1.66185 -3.96216 -1.28392  0.074
H: 4.42044 -3.66938 -2.43512  0.116
H: 5.76628 -1.74337 -3.18074  0.107
H: 5.36160 0.48699 -2.20682  0.112
H: 3.97533 1.94924 -1.03438  0.081
H: 3.93846 1.31054 0.62547  0.080
H: 2.45391 1.34827 -0.37163  0.054
N: -2.10222 3.45322 -1.73923  0.140
C: -0.81919 4.03227 -1.19794  -0.166
P: -0.81798 3.15472 0.44388  0.378
O: -2.03862 3.64589 1.11568  -0.313
O: -0.62635 1.71938 0.03752  -0.369
C: 0.73454 3.53395 1.41584  -0.154
N: 1.01602 2.25018 2.14249  0.144
H: -2.36300 3.81614 -2.65499  0.171
H: -2.84319 3.65579 -1.05213  0.148
H: -2.01434 2.42766 -1.78264  0.147
H: -0.93499 5.11089 -1.12804  0.107
H: -0.00749 3.75967 -1.86691  0.105
H: 0.63306 4.34163 2.13485  0.108
H: 1.57829 3.71686 0.75397  0.102
H: 0.70680 1.48946 1.48789  0.092
H: 0.44381 2.16875 2.98289  0.167
H: 2.00112 2.12953 2.39072  0.162


One molecule with the formula C7H6F2S2. Source: the OMol25 dataset; level of theory: ωB97M-V/def2-TZVPD.

Computed properties:
HOMO level, eV: -9.00
SMILES string: CSSc1ccc(F)c(F)c1
ΔE to the lowest compared entry with this formula, charge and spin, kcal per mole: 3.2
LUMO energy, eV: 0.39

Last column: Löwdin charge in e.
CARTESIAN COORDINATES (ANGSTROEM)
C: 3.26268 0.13082 1.15742  -0.446
C: -0.02203 -0.20921 -0.81804  -0.642
C: -0.66475 -1.35089 -0.42688  -0.100
C: -1.99949 -1.23082 -0.06186  -0.002
C: -2.65482 -0.05586 -0.02842  -0.262
C: -2.01165 1.06917 -0.39274  -0.197
C: -0.69301 1.02120 -0.78222  -0.043
H: 3.57156 -0.81284 0.72876  0.022
H: 2.54642 0.04947 1.96464  0.022
H: 4.10690 0.65738 1.54739  0.015
H: -0.09558 -2.26031 -0.52006  0.104
H: -2.49369 -2.12199 0.35946  0.139
H: -0.37475 1.99352 -1.15841  0.129
F: -3.91027 -0.03136 0.39433  0.114
F: -2.64793 2.27620 -0.48491  0.076
S: 2.43142 1.16204 -0.10237  0.477
S: 1.64900 -0.28653 -1.37609  0.594